Here is 2 unconnected molecules or ions with the total composition C3H5NO2 from OMol25. Energies are from ωB97M-V with the def2-TZVPD basis set.

Geometry as XYZ:
```
11
Properties=species:S:1:pos:R:3:forces:R:3:lowdin_charge:R:1
N -1.69906 -0.10819 0.18333 0.0 0.1 0.2 0.020
C -0.35437 -0.12912 0.02266 0.1 0.0 -0.2 -0.438
C 0.48612 0.83178 -0.81163 -0.1 0.1 -0.2 -0.067
O 1.51727 0.80223 0.21650 0.2 0.0 0.1 0.058
C 0.83017 -0.06664 1.00930 0.1 -0.3 0.6 -0.430
O 1.11867 -0.51939 2.06855 -0.2 0.3 -0.6 0.171
H -1.92369 -0.50020 1.09900 0.0 0.0 -0.1 0.063
H -0.93143 -1.16773 -0.45742 0.1 -0.2 -0.1 0.167
H 0.06056 -1.42797 -0.67413 -0.1 0.1 0.1 0.192
H 0.86568 0.46525 -1.76537 -0.1 0.1 0.1 0.128
H 0.03008 1.81999 -0.89077 0.1 -0.1 0.0 0.136
```
Positions in Å, forces in eV/Å.

Computed properties:
calculated total energy = -322.352729 Ha
ΔE to the lowest compared entry with this formula, charge and spin = 139.1 kcal/mol
charge = 0
Kohn-Sham gap = 9.0 eV
M = 87.08 g/mol